1.
Entry from the OMol25 dataset: a cluster of 4 separate species, C48H95Br2N11O9P4S in total in a non-equilibrium geometry (wB97M-V/def2-TZVPD).

ORCA input file:
```
! RIJCOSX wB97M-V def2-TZVPD def2/J DEFGRID3
* xyz 0 1
C -0.23 -6.30 1.06
C 0.61 -6.08 2.17
C 0.22 -4.98 3.24
C 1.55 -4.21 3.60
C 1.92 -3.15 2.66
C 3.12 -2.31 2.85
C 3.92 -2.60 4.05
C 3.55 -3.65 5.01
C 4.48 -3.80 6.25
O 3.82 -3.67 7.51
C 3.68 -2.30 7.92
C 3.21 -2.35 9.44
O 2.35 -1.26 9.79
C 0.99 -1.55 9.44
C 0.17 -2.28 10.58
C 2.34 -4.50 4.82
C 1.88 -5.60 5.81
Br 3.29 -6.88 6.34
C 1.09 -5.01 7.06
C 0.16 -3.80 6.62
Br -0.18 -6.39 7.78
N 3.48 -1.26 1.93
C 2.35 -0.38 1.61
C 2.59 1.06 1.71
C 1.48 1.95 1.38
C 0.16 1.44 0.98
C -0.93 2.52 0.71
C -1.34 2.55 -0.82
C -2.52 3.57 -1.13
C -3.96 2.91 -1.13
C -4.12 1.67 -2.07
O -5.06 1.90 -3.17
C -6.05 0.90 -3.17
C -5.73 -0.62 -3.37
O -7.18 1.25 -2.97
C -0.11 -0.02 0.87
P -1.74 -0.74 0.40
N -2.17 -1.93 1.37
O -1.61 -1.26 -1.19
O -3.01 0.35 0.45
C 1.04 -0.90 1.20
S 0.94 -2.73 1.18
H -1.22 -6.81 1.21
H 0.00 -5.96 0.02
H 1.55 -6.70 2.25
H -0.28 -5.43 4.14
H -0.53 -4.28 2.78
H 4.81 -1.95 4.22
H 5.31 -3.03 6.17
H 5.01 -4.79 6.17
H 4.60 -1.68 7.77
H 2.86 -1.85 7.28
H 2.58 -3.29 9.51
H 4.06 -2.51 10.15
H 0.99 -2.21 8.53
H 0.48 -0.58 9.23
H -0.74 -2.76 10.15
H 0.78 -3.02 11.16
H -0.12 -1.48 11.33
H 1.11 -6.22 5.27
H 1.76 -4.76 7.92
H -0.53 -3.47 7.44
H 0.75 -2.92 6.26
H -0.50 -4.12 5.77
H 4.19 -0.64 2.35
H 3.56 1.50 2.04
H 1.68 3.05 1.49
H -1.80 2.27 1.39
H -0.57 3.52 1.07
H -1.54 1.51 -1.19
H -0.44 2.94 -1.38
H -2.44 4.39 -0.37
H -2.33 4.00 -2.14
H -4.17 2.59 -0.06
H -4.71 3.69 -1.39
H -4.57 0.85 -1.44
H -3.17 1.26 -2.49
H -4.68 -0.86 -3.02
H -5.82 -0.96 -4.43
H -6.41 -1.21 -2.71
H -1.47 -2.05 2.11
H -2.50 -1.53 -1.49
H -3.30 0.34 1.39
C -7.06 -1.18 0.58
N -6.36 -2.02 1.54
C -5.13 -2.50 0.92
P -7.07 -3.13 2.67
O -5.96 -2.97 3.71
N -8.24 -2.31 3.66
C -8.59 -0.91 3.46
C -8.12 -2.55 5.10
N -8.36 -3.50 1.50
C -9.73 -3.75 1.97
C -7.97 -4.72 0.75
H -7.50 -1.76 -0.25
H -6.37 -0.46 0.14
H -7.84 -0.57 1.03
H -5.34 -3.17 0.07
H -4.51 -3.05 1.63
H -4.52 -1.68 0.56
H -7.71 -0.26 3.49
H -9.30 -0.57 4.22
H -9.13 -0.78 2.52
H -7.34 -1.92 5.56
H -7.89 -3.59 5.31
H -9.07 -2.33 5.61
H -9.76 -4.47 2.79
H -10.35 -4.13 1.16
H -10.22 -2.83 2.29
H -7.97 -5.60 1.40
H -6.97 -4.63 0.33
H -8.65 -4.91 -0.08
C 4.06 1.59 -4.84
N 4.30 1.20 -3.45
C 5.25 2.15 -2.87
P 4.42 -0.41 -2.83
O 3.89 -0.04 -1.44
N 3.00 -1.32 -3.24
C 1.94 -0.78 -4.06
C 2.39 -2.06 -2.13
N 5.17 -0.95 -4.34
C 4.87 -2.29 -4.88
C 6.65 -0.92 -4.18
H 4.92 1.38 -5.49
H 3.86 2.66 -4.90
H 3.19 1.11 -5.27
H 6.23 2.08 -3.35
H 5.38 1.96 -1.80
H 4.89 3.17 -2.97
H 1.54 0.16 -3.67
H 1.11 -1.49 -4.15
H 2.27 -0.64 -5.09
H 1.76 -1.41 -1.50
H 3.15 -2.51 -1.49
H 1.76 -2.88 -2.50
H 4.98 -3.07 -4.12
H 5.54 -2.53 -5.71
H 3.87 -2.34 -5.30
H 6.98 -1.67 -3.46
H 6.99 0.06 -3.81
H 7.16 -1.09 -5.13
C 5.35 7.56 -8.43
N 4.38 6.50 -8.22
C 4.22 5.77 -9.48
P 2.94 6.58 -7.26
O 2.95 5.10 -6.91
N 3.34 7.06 -5.64
C 4.70 7.41 -5.24
C 2.76 6.24 -4.58
N 2.74 8.29 -7.69
C 2.23 9.25 -6.69
C 1.81 8.38 -8.84
H 4.97 8.38 -9.06
H 6.24 7.16 -8.94
H 5.73 7.98 -7.51
H 3.78 6.40 -10.26
H 3.58 4.90 -9.35
H 5.19 5.40 -9.84
H 5.42 6.62 -5.47
H 4.75 7.62 -4.17
H 5.01 8.35 -5.71
H 3.32 5.31 -4.41
H 1.73 5.97 -4.82
H 2.72 6.79 -3.63
H 1.32 8.88 -6.21
H 2.00 10.21 -7.17
H 2.97 9.48 -5.93
H 0.80 8.08 -8.56
H 2.12 7.73 -9.66
H 1.77 9.40 -9.24
*
```

Values from the calculation:
SMILES: C=CCc1c2c(cc(COCCOCC)c1[C@@H](Br)[C@@H](C)Br)Nc1ccc(CCCCCOC(C)=O)c(P(=N)(O)O)c1S2.CN(C)P(=O)(N(C)C)N(C)C.CN(C)P(=O)(N(C)C)N(C)C.CN(C)P(=O)(N(C)C)N(C)C
E_LUMO in eV: -0.764
Highest occupied orbital energy in eV: -7.5111
Total energy in hartree: -10076.58589

2.
Entry from the OMol25 dataset: the molecule C3H7NO2 in a non-equilibrium geometry (wB97M-V/def2-TZVPD).

ORCA input file:
```
! RIJCOSX wB97M-V def2-TZVPD def2/J DEFGRID3
* xyz 0 1
C 0.38 0.72 1.14
C 0.41 -0.10 -0.15
N 0.68 0.82 -1.29
C -0.94 -0.73 -0.36
O -1.79 -0.25 -1.07
O -1.18 -1.83 0.36
H -0.45 1.40 1.03
H 0.20 0.10 2.01
H 1.24 1.36 1.24
H 1.14 -0.92 -0.13
H 0.83 0.24 -2.12
H -0.16 1.37 -1.46
H -0.36 -2.17 0.80
*
```

Values from the calculation:
SMILES: C[C@H](N)C(=O)O
E_LUMO in eV: 0.473
Highest occupied orbital energy in eV: -9.8191
Total energy in hartree: -323.75338

3.
Entry from the OMol25 dataset: a cluster of 2 separate species, C24H29N3O3 in total in a non-equilibrium geometry (wB97M-V/def2-TZVPD).

ORCA input file:
```
! RIJCOSX wB97M-V def2-TZVPD def2/J DEFGRID3
* xyz 0 1
C 0.37 5.54 -0.09
N -1.06 5.35 -0.32
C -2.03 5.19 0.58
O -3.19 5.06 0.20
C -1.70 5.13 2.09
C -1.74 3.69 2.62
C -0.94 2.70 1.79
C 0.45 2.58 1.97
C 1.19 1.70 1.17
C 0.55 0.93 0.19
C -0.84 1.03 0.01
C -1.59 1.92 0.81
N -2.67 5.94 2.85
C -2.49 6.60 3.99
C -1.13 6.61 4.66
O -3.41 7.21 4.50
H 0.54 6.39 0.57
H 0.88 5.74 -1.04
H 0.81 4.64 0.35
H -1.38 5.34 -1.28
H -0.70 5.53 2.25
H -1.36 3.67 3.64
H -2.78 3.35 2.65
H 0.94 3.17 2.73
H 2.26 1.61 1.31
H 1.13 0.25 -0.43
H -1.34 0.43 -0.74
H -2.65 2.00 0.66
H -3.60 5.99 2.46
H -1.20 7.19 5.57
H -0.40 7.07 3.99
H -0.83 5.59 4.90
C 4.44 -2.46 -2.46
C 3.32 -2.07 -1.51
O 3.51 -1.17 -0.70
C 1.92 -2.66 -1.65
C 1.95 -4.19 -1.73
C 0.58 -4.79 -1.92
C -0.63 -4.14 -2.08
N -1.62 -5.10 -2.25
C -1.07 -6.37 -2.20
C -1.63 -7.64 -2.32
C -0.81 -8.77 -2.21
C 0.57 -8.62 -2.00
C 1.13 -7.34 -1.89
C 0.30 -6.22 -1.99
H 5.25 -1.73 -2.41
H 4.84 -3.44 -2.18
H 4.07 -2.50 -3.48
H 1.31 -2.35 -0.79
H 1.47 -2.25 -2.56
H 2.57 -4.51 -2.57
H 2.39 -4.59 -0.81
H -0.78 -3.06 -2.07
H -2.61 -4.91 -2.39
H -2.70 -7.76 -2.48
H -1.24 -9.77 -2.30
H 1.20 -9.50 -1.91
H 2.19 -7.22 -1.72
*
```

Values from the calculation:
SMILES: CNC(=O)[C@H](Cc1ccccc1)NC(C)=O.CC(=O)CCc1c[nH]c2ccccc12
E_LUMO in eV: 0.520
Highest occupied orbital energy in eV: -8.0876
Total energy in hartree: -1321.96897

4.
Entry from the OMol25 dataset: a cluster of 9 separate species, C6H28NO8 in total in a non-equilibrium geometry (wB97M-V/def2-TZVPD).

ORCA input file:
```
! RIJCOSX wB97M-V def2-TZVPD def2/J DEFGRID3
* xyz 1 1
C 3.76 1.41 -0.32
C 2.42 1.83 -0.77
C 1.42 0.72 -0.49
C 0.46 0.52 -1.65
C 0.97 0.37 -2.85
C -2.01 0.06 -1.83
N -0.96 0.55 -1.21
H 4.41 2.13 0.07
H 3.63 0.75 0.56
H 4.12 0.85 -1.21
H 2.09 2.79 -0.43
H 2.53 2.13 -1.88
H 1.94 -0.33 -0.39
H 0.86 0.91 0.39
H 0.39 -0.20 -3.67
H 2.11 0.33 -2.86
H -3.02 -0.01 -1.50
H -2.17 -0.11 -2.93
H -1.16 0.69 -0.27
H 1.01 -1.15 2.45
H -0.07 -1.52 3.24
O 0.13 -0.76 2.65
H -1.94 2.88 2.52
H -2.74 2.86 1.10
O -2.29 2.29 1.77
H -4.70 -1.10 0.37
H -3.38 -1.06 0.32
O -4.09 -1.21 -0.41
H -0.17 3.04 1.29
H 1.16 3.58 0.85
O 0.25 3.85 1.06
H -2.34 0.17 2.09
H -1.41 -0.72 1.34
O -2.24 -0.38 1.40
H -0.62 -3.97 2.16
H 0.45 -3.28 1.35
O -0.47 -3.17 1.61
H -2.20 -2.61 -1.65
H -1.42 -2.29 -2.90
O -1.52 -2.04 -2.03
H 2.13 -2.83 0.07
H 2.68 -3.12 1.48
O 2.01 -2.86 1.06
*
```

Values from the calculation:
E_LUMO in eV: -3.608
Highest occupied orbital energy in eV: -13.1076
Total energy in hartree: -901.69120

Question: What is the E_LUMO in the second record?
Answer: 0.473 eV